Density functional theory data (ωB97M-V/def2-TZVPD) for C38H44N4O4P2SSi2Sn as an isolated structure.

For the molar mass, the calculation gives 889.7 g/mol. As for the charge: 0. Its spin multiplicity is 1. Its HOMO energy is -7.57 eV. The energy above the lowest of the compared OMol25 structures with the same formula, charge and spin is 13.9 kcal per mole. As for the total energy: -3868.85957 Ha.

```
96
Properties=species:S:1:pos:R:3:forces:R:3:mulliken_charge:R:1
Sn 1.50238 1.50961 -0.52015 -0.139 -0.281 -0.126 0.588
C 0.16573 4.34501 -1.66976 -0.321 -0.155 0.362 -1.324
Si -1.29917 3.71198 -0.62959 0.396 0.394 -0.879 0.438
C -2.73266 3.56393 -1.86352 0.121 0.080 0.317 -1.187
C -1.67180 4.96965 0.72336 -0.042 -0.336 -0.078 -1.026
N -0.75625 2.14109 -0.10343 -0.209 -0.166 0.574 0.586
P -1.35288 1.09418 0.95269 -0.282 -0.838 -0.514 -0.115
C -1.80755 -0.46611 0.32404 1.172 0.930 -0.672 -0.186
P -0.47149 -1.43047 -0.30407 -0.454 -0.503 0.231 1.251
N 1.02246 -0.80269 -0.55056 -0.453 0.432 0.251 0.725
Si 2.37555 -1.90504 -0.79600 0.814 -0.051 -0.125 0.554
C 3.63751 -0.98607 -1.87356 -0.330 -0.070 0.145 -0.628
C 2.11150 -3.52459 -1.75189 -0.301 0.235 0.259 -1.238
C 3.13440 -2.42258 0.86807 -0.095 0.022 -0.250 -1.119
C -0.31787 -2.84602 0.85734 0.093 0.078 0.006 0.944
C -0.39680 -4.18667 0.49561 0.033 0.064 -0.090 -0.835
C -0.25921 -5.18532 1.45176 -0.014 -0.092 0.016 -0.867
C -0.03691 -4.85868 2.77856 0.003 0.011 0.010 -0.701
C 0.02365 -3.52262 3.15437 0.007 0.053 0.011 -0.774
C -0.12386 -2.52867 2.20358 0.023 -0.043 -0.050 -0.859
C -1.06739 -2.17617 -1.85095 -0.033 0.053 0.058 0.942
C -0.47614 -1.83534 -3.06130 -0.003 0.026 0.096 -0.961
C -0.98215 -2.32980 -4.25341 -0.024 -0.004 -0.089 -0.741
C -2.09251 -3.16157 -4.24327 0.035 0.044 0.031 -0.722
C -2.70149 -3.48718 -3.03865 -0.070 -0.047 -0.013 -0.981
C -2.19598 -2.99339 -1.84803 0.002 0.005 0.009 -0.895
C -2.71762 1.64189 1.99676 0.093 0.107 -0.028 1.272
C -3.74612 2.42698 1.49416 0.103 0.047 -0.057 -0.153
C -4.78356 2.83296 2.31966 -0.088 0.030 -0.003 -1.055
C -4.80245 2.44872 3.65051 -0.007 -0.028 -0.043 -0.644
C -3.80367 1.61910 4.14329 -0.018 -0.030 0.062 -0.746
C -2.77341 1.20571 3.31906 0.137 0.010 -0.030 -0.706
C -2.96865 -0.24847 -0.61640 -0.268 -0.177 0.268 0.222
C -4.25105 -0.56040 -0.15965 -0.030 -0.064 -0.080 -0.198
C -5.35299 -0.45335 -0.99513 -0.038 0.000 0.044 -1.000
C -5.19511 -0.02579 -2.30607 -0.019 -0.005 -0.006 -0.622
C -3.93485 0.33340 -2.76118 -0.018 -0.009 -0.052 -1.427
C -2.83922 0.24139 -1.91762 0.026 0.009 0.119 0.154
H -0.04841 5.30674 -2.13834 -0.050 0.024 0.030 0.385
H 0.39899 3.62789 -2.46121 0.035 0.059 -0.033 0.270
H 1.05234 4.46526 -1.03992 0.035 0.077 -0.076 0.259
H -3.09596 4.55954 -2.13363 0.034 0.025 0.029 0.524
H -3.58117 2.98845 -1.49141 -0.005 0.026 -0.073 0.353
H -2.39566 3.07461 -2.77878 0.051 -0.018 0.002 0.257
H -1.15585 5.91326 0.53585 0.040 -0.044 -0.087 0.452
H -1.32298 4.57735 1.67703 0.010 0.044 0.133 0.245
H -2.73781 5.18469 0.81025 -0.017 -0.038 0.006 0.336
H 3.43844 -1.15122 -2.93484 -0.077 -0.031 -0.007 0.418
H 4.64583 -1.35335 -1.66961 0.019 0.043 0.027 0.374
H 3.62637 0.08762 -1.69182 0.104 -0.118 -0.130 -0.438
H 1.49421 -3.41863 -2.64138 0.026 -0.003 -0.071 0.316
H 1.67444 -4.30293 -1.12784 -0.008 -0.027 -0.003 0.333
H 3.09721 -3.87631 -2.06872 0.067 0.093 0.057 0.534
H 2.58521 -1.97384 1.69474 -0.012 -0.111 0.002 0.053
H 4.17942 -2.11025 0.94115 -0.028 -0.062 -0.038 0.399
H 3.09628 -3.50603 0.99706 -0.035 -0.022 -0.030 0.532
H -0.57212 -4.46287 -0.53550 0.047 -0.016 0.005 0.528
H -0.33227 -6.22428 1.15504 0.022 0.011 -0.016 0.459
H 0.08323 -5.63716 3.52111 -0.029 -0.012 -0.012 0.392
H 0.17703 -3.25214 4.19162 0.014 -0.009 -0.007 0.492
H -0.09230 -1.49138 2.50120 0.011 0.084 0.083 0.393
H 0.37835 -1.16848 -3.06069 0.022 -0.022 -0.033 0.426
H -0.51389 -2.06212 -5.19227 0.005 0.003 0.011 0.451
H -2.49032 -3.54914 -5.17225 0.004 0.006 -0.005 0.433
H -3.57928 -4.12073 -3.03239 0.002 0.009 0.025 0.455
H -2.68974 -3.22298 -0.91131 -0.011 -0.028 -0.019 0.583
H -3.74417 2.71861 0.45338 -0.025 0.048 0.043 0.372
H -5.57683 3.45273 1.92134 0.016 0.002 -0.007 0.456
H -5.59811 2.78806 4.30106 -0.009 -0.024 0.001 0.394
H -3.82194 1.29932 5.17710 -0.007 0.002 -0.005 0.429
H -1.99748 0.55685 3.70485 0.019 0.039 0.034 0.330
H -4.36816 -0.91116 0.85865 0.028 -0.017 -0.003 0.471
H -6.33632 -0.71922 -0.62653 0.007 0.009 0.003 0.407
H -6.05206 0.03034 -2.96550 0.010 0.030 -0.005 0.432
H -3.80842 0.69311 -3.77533 0.020 0.005 0.012 0.470
H -1.85938 0.55227 -2.25797 0.002 -0.024 -0.060 0.955
O 1.45264 1.24511 3.71044 -0.025 -0.172 0.028 -0.767
S 0.75539 1.93891 2.67043 0.163 0.107 0.410 1.715
O -0.17555 2.95294 3.04507 -0.201 0.013 0.054 -0.668
O -0.11081 0.72456 1.95354 -0.111 0.322 0.326 -0.440
O 1.65968 2.36930 1.58024 -0.130 -0.267 -0.463 -0.734
N 5.04415 0.18734 2.33069 -0.047 -0.019 0.121 0.062
C 3.77570 0.29589 1.86828 0.142 0.319 -0.059 -1.403
N 3.72545 0.80678 0.66780 -0.260 -0.083 0.075 0.623
C 5.03610 1.08448 0.31432 0.233 -0.092 0.217 0.196
C 5.55569 1.67822 -0.83332 -0.017 0.024 0.046 -0.461
C 6.92228 1.86042 -0.89722 -0.035 -0.020 -0.080 -0.743
C 7.76326 1.45100 0.14601 0.057 0.002 0.058 -0.423
C 7.26487 0.85582 1.28857 0.011 -0.039 0.083 -1.096
C 5.88698 0.68993 1.35960 -0.055 0.134 -0.347 0.789
H 5.30351 -0.15892 3.23652 -0.007 0.001 0.038 0.245
H 2.91515 0.03914 2.46481 0.086 -0.011 0.043 0.591
H 4.89869 1.99078 -1.63477 0.063 0.026 -0.017 0.428
H 7.36065 2.32124 -1.77249 -0.016 0.015 0.004 0.397
H 8.82866 1.61759 0.05784 0.002 -0.036 -0.004 0.380
H 7.91840 0.53842 2.09080 0.007 0.033 0.000 0.414
```
Positions in Å, forces in eV/Å.

Density functional theory data (ωB97M-V/def2-TZVPD) for a 2-piece molecular cluster, C3H13N2O overall.

For the molar mass, the calculation gives 93.1 g/mol. As for the charge: +1. Its spin multiplicity is 1. Its HOMO energy is -12.90 eV. The energy above the lowest of the compared OMol25 structures with the same formula, charge and spin is 29.4 kcal per mole. As for the total energy: -306.58883 Ha.

```
19
Properties=species:S:1:pos:R:3:forces:R:3:mulliken_charge:R:1
N -0.83280 0.24893 -0.48986 1.506 0.435 1.110 -0.103
C 0.54161 -0.20393 -0.79839 1.712 -0.760 -2.278 -0.683
C 1.44332 -0.58278 0.37694 -1.624 1.623 1.443 -0.601
N 0.55755 -0.99249 1.48902 -0.057 -0.547 -1.614 -0.310
C 0.33301 -0.08284 2.60823 0.806 -1.091 0.177 -0.834
H -1.26723 -0.48927 0.07434 -0.405 -0.194 -0.578 0.403
H -1.18613 0.53178 -1.41443 -1.125 -0.279 0.221 0.234
H -0.76987 1.01726 0.18176 -0.237 0.346 -0.394 0.313
H 1.04732 0.53388 -1.44705 -0.425 0.145 0.492 0.358
H 0.40352 -1.02274 -1.51624 -0.058 -0.205 0.448 0.401
H 1.91419 0.33802 0.72056 0.230 0.176 -0.025 0.332
H 2.27764 -1.21158 0.07801 -0.366 -0.556 0.073 0.417
H 0.56495 -1.98830 1.62361 -0.035 0.089 0.699 0.213
H -0.21539 -0.61751 3.38034 -0.001 -0.062 0.030 0.345
H 1.31522 0.17415 3.02364 -0.389 0.617 0.159 0.342
H -0.29208 0.78128 2.35911 0.373 0.101 -0.128 0.218
H -2.13700 0.79245 -4.03904 0.141 -0.706 0.553 0.318
H -1.82432 1.87049 -3.10602 0.045 0.030 0.384 0.325
O -1.87352 0.90319 -3.10453 -0.091 0.837 -0.774 -0.690
```
Positions in Å, forces in eV/Å.

Density functional theory data (ωB97M-V/def2-TZVPD) for C8H14Br2ClF3N2O7Ru as an isolated structure.

For the molar mass, the calculation gives 603.5 g/mol. As for the charge: +1. Its spin multiplicity is 2. Its HOMO energy (spin up / spin down) is -12.62 / -12.63 eV. As for the expectation value of S²: 0.75. The energy above the lowest of the compared OMol25 structures with the same formula, charge and spin is 7.4 kcal per mole. As for the total energy: -6951.61253 Ha.

```
38
Properties=species:S:1:pos:R:3:forces:R:3:lowdin_spin:R:1
Ru -0.56205 0.41891 -0.20712 -0.401 1.558 -0.722 0.870
O 1.64721 -1.09398 -0.25902 0.329 -0.593 -0.023 0.029
Cl 1.02834 -1.52571 0.97129 -0.131 0.740 -0.167 0.002
O 1.93098 -1.98858 1.93308 0.007 0.032 0.167 0.005
O 0.39991 -0.18572 1.46538 0.187 -1.119 -0.340 -0.003
O -0.07133 -2.39168 0.71382 0.284 -0.326 0.212 0.002
Br 1.28751 2.16117 -1.03575 -0.085 -0.246 -0.056 0.011
C -0.25511 3.30206 -1.33677 0.050 -0.069 -0.103 0.001
Br -1.75474 2.16183 -1.81091 0.176 0.015 -0.050 0.010
H -0.04531 3.96839 -2.16303 -0.008 0.047 0.023 0.000
H -0.49561 3.80013 -0.40720 0.015 0.028 0.005 0.000
F -2.42860 2.21288 3.50770 -0.030 0.003 0.030 0.000
C -3.06150 1.47305 2.61234 0.042 0.042 -0.050 -0.001
F -3.57098 0.39689 3.18598 -0.022 -0.004 0.029 0.000
F -4.04536 2.18982 2.06175 0.005 -0.002 0.010 0.000
C -2.08959 1.06348 1.49754 0.511 -0.319 -0.642 0.004
O -1.09030 1.79951 1.17142 -1.104 -0.505 0.418 0.014
O -2.25815 -0.00413 0.82765 -0.092 0.672 0.779 -0.009
C 1.24233 -1.51891 -3.39719 -0.032 -0.075 0.086 0.000
N 0.16008 -2.41861 -3.00565 -0.052 -0.262 -0.188 0.001
C -0.04874 -3.54247 -3.92241 0.010 0.054 0.159 0.001
C -0.77844 -2.00262 -2.15501 -0.064 0.278 0.257 0.006
O -0.80632 -0.73514 -1.89394 0.226 0.095 0.451 0.058
N -1.67940 -2.83949 -1.63499 0.104 -0.267 -0.058 0.000
C -2.93004 -2.34929 -1.06871 0.084 0.001 -0.177 0.000
C -1.34713 -4.22801 -1.30021 0.008 0.211 -0.092 0.000
H 2.06135 -2.13435 -3.76394 0.018 0.032 -0.012 0.000
H 1.58989 -0.95381 -2.53858 -0.043 0.013 -0.110 0.000
H 0.91083 -0.84998 -4.19276 0.047 0.057 0.005 0.000
H -0.01752 -3.15895 -4.94281 0.055 -0.046 -0.017 0.000
H -1.01670 -4.00066 -3.76007 -0.043 0.025 -0.004 0.000
H 0.72871 -4.29424 -3.79139 0.013 0.001 -0.039 0.000
H -2.85593 -2.23380 0.01098 -0.029 -0.005 0.027 0.000
H -3.70611 -3.07398 -1.31215 -0.023 -0.006 0.085 0.000
H -3.19861 -1.40363 -1.53193 0.024 0.041 0.083 0.000
H -0.27926 -4.38508 -1.42112 -0.010 -0.054 0.015 0.000
H -1.90039 -4.93716 -1.91569 -0.029 -0.002 0.014 0.000
H -1.59977 -4.38290 -0.25203 0.004 -0.046 -0.004 0.000
```
Positions in Å, forces in eV/Å.